{
  "formula": "C12H34IrN6",
  "method": "ωB97M-V/def2-TZVPD",
  "charge": 3,
  "homo_energy_ev": [-17.6, -17.4],
  "lumo_energy_ev": [-12.33, -12.43],
  "species": ["Ir", "N", "C", "C", "N", "C", "C", "N", "C", "C", "N", "H", "H", "H", "H", "H", "H", "H", "H", "H", "H", "H", "H", "H", "H", "H", "H", "H", "H", "C", "N", "C", "C", "C", "N", "C", "C", "H", "H", "H", "H", "H", "H", "H", "H", "H", "H", "H", "H", "H", "H", "H", "H"],
  "positions_angstrom": [[-0.51, 0.49, -0.22], [-2.07, 1.93, -0.43], [-1.65, 3.25, 0.12], [-0.25, 3.52, -0.39], [0.66, 2.41, 0.02], [1.86, 2.37, -0.86], [2.45, 0.99, -0.91], [1.39, 0.05, -1.35], [1.01, 2.60, 1.47], [1.02, 1.29, 2.21], [-0.27, 0.60, 1.94], [-2.24, 2.04, -1.44], [-2.97, 1.66, -0.03], [-1.68, 3.19, 1.20], [-2.34, 4.04, -0.18], [0.11, 4.48, -0.01], [-0.25, 3.59, -1.48], [2.61, 3.09, -0.51], [1.56, 2.68, -1.86], [2.82, 0.66, 0.06], [3.30, 0.97, -1.60], [1.73, -0.91, -1.31], [1.18, 0.23, -2.33], [0.27, 3.26, 1.92], [1.97, 3.11, 1.56], [1.14, 1.47, 3.28], [1.82, 0.63, 1.89], [-1.05, 1.12, 2.34], [-0.27, -0.31, 2.41], [-1.99, -1.29, -2.00], [-1.80, -1.17, -0.53], [-3.13, -0.93, 0.12], [-1.34, -2.49, 0.06], [-0.07, -3.16, -0.41], [1.18, -2.63, 0.10], [2.34, -3.07, -0.67], [1.38, -2.64, 1.54], [-2.54, -2.21, -2.23], [-1.02, -1.32, -2.51], [-2.56, -0.45, -2.38], [-3.70, -1.86, 0.13], [-3.72, -0.22, -0.46], [-3.00, -0.59, 1.14], [-2.14, -3.20, -0.14], [-1.31, -2.34, 1.14], [-0.01, -3.19, -1.50], [-0.17, -4.21, -0.09], [2.41, -4.16, -0.69], [3.26, -2.69, -0.21], [2.27, -2.74, -1.71], [1.61, -3.65, 1.91], [0.48, -2.30, 2.06], [2.22, -2.00, 1.80]],
  "lowdin_charge": [1.428, -0.043, -0.159, -0.140, -0.248, -0.140, -0.176, -0.044, -0.126, -0.156, -0.004, 0.136, 0.108, 0.120, 0.157, 0.161, 0.138, 0.154, 0.137, 0.118, 0.153, 0.053, 0.121, 0.132, 0.157, 0.159, 0.111, 0.127, 0.115, -0.047, -0.393, -0.060, -0.157, -0.179, -0.310, -0.066, -0.063, 0.131, 0.085, 0.095, 0.120, 0.091, 0.095, 0.142, 0.112, 0.128, 0.156, 0.116, 0.102, 0.089, 0.116, 0.057, 0.089]
}

---

{
  "formula": "C51H127N9O",
  "method": "ωB97M-V/def2-TZVPD",
  "de_lowest_kj_mol": 453.0,
  "homo_energy_ev": -8.0,
  "lumo_energy_ev": 0.39,
  "species": ["C", "C", "N", "C", "C", "C", "C", "H", "H", "H", "H", "H", "H", "H", "H", "H", "H", "H", "H", "H", "H", "H", "C", "C", "N", "C", "C", "C", "C", "H", "H", "H", "H", "H", "H", "H", "H", "H", "H", "H", "H", "H", "H", "H", "C", "C", "N", "C", "C", "C", "C", "H", "H", "H", "H", "H", "H", "H", "H", "H", "H", "H", "H", "H", "H", "H", "C", "C", "N", "C", "C", "C", "C", "H", "H", "H", "H", "H", "H", "H", "H", "H", "H", "H", "H", "H", "H", "H", "C", "C", "N", "C", "C", "C", "C", "H", "H", "H", "H", "H", "H", "H", "H", "H", "H", "H", "H", "H", "H", "H", "C", "C", "N", "C", "C", "C", "C", "H", "H", "H", "H", "H", "H", "H", "H", "H", "H", "H", "H", "H", "H", "H", "C", "C", "N", "C", "C", "C", "C", "H", "H", "H", "H", "H", "H", "H", "H", "H", "H", "H", "H", "H", "H", "H", "C", "C", "N", "C", "C", "C", "C", "H", "H", "H", "H", "H", "H", "H", "H", "H", "H", "H", "H", "H", "H", "H", "C", "N", "C", "C", "O", "H", "H", "H", "H", "H", "H", "H"],
  "positions_angstrom": [[0.89, 18.04, 3.40], [1.52, 19.43, 3.39], [1.00, 20.27, 2.27], [1.23, 19.71, 0.91], [0.26, 20.34, -0.03], [1.31, 21.73, 2.40], [2.79, 22.09, 2.10], [1.10, 17.40, 2.54], [-0.19, 18.09, 3.45], [1.20, 17.53, 4.31], [1.26, 19.89, 4.35], [2.61, 19.42, 3.44], [2.25, 19.69, 0.54], [0.93, 18.66, 0.92], [0.27, 19.82, -0.99], [-0.74, 20.24, 0.40], [0.36, 21.40, -0.24], [1.03, 22.10, 3.39], [0.59, 22.27, 1.79], [3.07, 23.11, 2.37], [3.01, 21.82, 1.07], [3.47, 21.45, 2.67], [-4.59, 30.70, -10.14], [-4.90, 29.18, -10.01], [-3.94, 28.42, -9.16], [-3.82, 28.98, -7.82], [-5.16, 29.12, -7.10], [-2.67, 28.38, -9.90], [-1.67, 27.32, -9.30], [-4.66, 31.21, -9.18], [-5.34, 31.21, -10.75], [-3.64, 30.96, -10.61], [-5.88, 29.07, -9.56], [-5.03, 28.67, -10.97], [-3.10, 28.38, -7.26], [-3.32, 29.95, -7.88], [-5.73, 30.00, -7.40], [-5.89, 28.36, -7.35], [-5.13, 29.11, -6.01], [-2.25, 29.39, -9.88], [-2.78, 28.17, -10.96], [-1.95, 26.27, -9.45], [-1.62, 27.46, -8.22], [-0.68, 27.39, -9.76], [-7.68, 16.43, -2.04], [-6.27, 16.32, -1.49], [-6.24, 15.38, -0.38], [-4.91, 14.86, -0.15], [-4.92, 13.58, 0.75], [-6.99, 15.81, 0.79], [-6.29, 16.98, 1.49], [-7.62, 17.05, -2.94], [-8.39, 16.98, -1.43], [-8.07, 15.44, -2.28], [-5.63, 15.94, -2.29], [-5.83, 17.26, -1.17], [-4.55, 14.47, -1.10], [-4.13, 15.57, 0.14], [-5.63, 12.82, 0.42], [-3.92, 13.15, 0.79], [-5.14, 13.73, 1.80], [-7.05, 15.02, 1.53], [-7.98, 16.11, 0.45], [-5.44, 16.73, 2.13], [-7.04, 17.55, 2.03], [-5.88, 17.74, 0.83], [0.73, 25.49, -17.05], [-0.22, 24.46, -17.69], [-1.35, 24.17, -16.83], [-1.01, 23.50, -15.54], [-0.72, 22.01, -15.68], [-2.48, 23.56, -17.54], [-3.77, 23.55, -16.67], [0.18, 26.39, -16.80], [1.49, 25.78, -17.78], [1.16, 25.00, -16.17], [-0.57, 24.91, -18.63], [0.35, 23.57, -17.95], [-1.89, 23.58, -14.91], [-0.19, 24.01, -15.03], [-0.25, 21.55, -14.81], [-0.01, 21.91, -16.50], [-1.54, 21.37, -16.00], [-2.82, 24.21, -18.35], [-2.28, 22.60, -18.00], [-4.08, 24.51, -16.27], [-4.55, 23.11, -17.29], [-3.63, 22.95, -15.77], [-11.38, 30.43, -15.83], [-10.44, 31.17, -16.74], [-11.10, 31.93, -17.90], [-11.80, 33.13, -17.43], [-12.80, 33.65, -18.41], [-10.06, 32.36, -18.86], [-9.77, 31.13, -19.77], [-10.91, 29.74, -15.14], [-11.97, 29.79, -16.48], [-12.00, 31.12, -15.26], [-9.71, 31.75, -16.18], [-9.82, 30.37, -17.16], [-12.31, 32.84, -16.52], [-11.17, 33.95, -17.09], [-12.33, 34.11, -19.28], [-13.49, 32.84, -18.66], [-13.39, 34.47, -17.99], [-9.12, 32.70, -18.42], [-10.39, 33.19, -19.49], [-10.68, 30.69, -20.18], [-9.33, 30.32, -19.20], [-9.10, 31.36, -20.59], [-6.62, 12.78, -12.10], [-6.86, 14.17, -11.50], [-5.58, 14.90, -11.24], [-4.92, 15.36, -12.52], [-5.75, 16.41, -13.34], [-5.79, 16.07, -10.35], [-4.52, 16.85, -10.09], [-5.80, 12.19, -11.68], [-6.49, 12.80, -13.18], [-7.54, 12.20, -11.98], [-7.58, 14.74, -12.08], [-7.33, 14.06, -10.52], [-3.96, 15.81, -12.26], [-4.70, 14.45, -13.08], [-5.87, 17.32, -12.73], [-5.33, 16.64, -14.32], [-6.79, 16.13, -13.44], [-6.14, 15.65, -9.41], [-6.61, 16.71, -10.65], [-3.61, 16.26, -9.95], [-4.67, 17.39, -9.16], [-4.47, 17.55, -10.93], [-3.25, 27.67, 3.08], [-4.67, 27.16, 3.23], [-5.62, 27.30, 2.08], [-6.00, 28.68, 1.69], [-7.41, 28.62, 0.99], [-5.18, 26.43, 0.99], [-5.22, 24.91, 1.26], [-2.71, 27.72, 4.03], [-3.28, 28.66, 2.62], [-2.63, 27.09, 2.39], [-4.56, 26.15, 3.62], [-5.12, 27.77, 4.02], [-6.11, 29.25, 2.62], [-5.24, 29.14, 1.06], [-7.30, 28.26, -0.03], [-8.11, 27.94, 1.48], [-7.78, 29.64, 1.01], [-4.27, 26.72, 0.47], [-5.93, 26.60, 0.21], [-5.10, 24.41, 0.30], [-6.18, 24.67, 1.72], [-4.34, 24.61, 1.84], [-13.59, 18.91, -12.17], [-13.54, 20.35, -12.64], [-14.71, 21.21, -12.34], [-14.77, 22.43, -13.11], [-15.76, 22.33, -14.23], [-14.89, 21.35, -10.92], [-16.17, 22.13, -10.50], [-12.72, 18.34, -12.50], [-14.56, 18.42, -12.25], [-13.33, 18.89, -11.11], [-12.58, 20.81, -12.40], [-13.49, 20.32, -13.73], [-13.83, 22.74, -13.55], [-15.05, 23.26, -12.46], [-15.82, 23.18, -14.91], [-16.81, 22.19, -13.96], [-15.56, 21.57, -14.99], [-14.90, 20.32, -10.59], [-14.01, 21.72, -10.38], [-16.12, 22.16, -9.41], [-16.25, 23.14, -10.89], [-17.02, 21.57, -10.87], [-5.04, 23.23, -6.45], [-5.78, 23.61, -7.65], [-6.81, 22.98, -8.17], [-7.58, 23.51, -9.40], [-7.31, 21.91, -7.75], [-4.11, 22.74, -6.71], [-5.68, 22.56, -5.88], [-4.93, 24.16, -5.89], [-5.45, 24.44, -8.12], [-7.41, 24.58, -9.50], [-8.63, 23.27, -9.24], [-7.13, 23.00, -10.25]],
  "lowdin_charge": [-0.100, -0.251, -0.175, -0.264, -0.109, -0.230, -0.082, 0.058, 0.076, 0.068, 0.107, 0.099, 0.108, 0.095, 0.073, 0.082, 0.064, 0.103, 0.093, 0.068, 0.060, 0.059, -0.083, -0.237, -0.193, -0.262, -0.086, -0.243, -0.072, 0.060, 0.068, 0.063, 0.092, 0.109, 0.097, 0.105, 0.062, 0.069, 0.070, 0.096, 0.110, 0.063, 0.047, 0.064, -0.092, -0.268, -0.217, -0.256, -0.089, -0.228, -0.090, 0.071, 0.063, 0.083, 0.114, 0.101, 0.105, 0.110, 0.074, 0.064, 0.055, 0.105, 0.100, 0.069, 0.068, 0.058, -0.086, -0.278, -0.190, -0.226, -0.090, -0.255, -0.090, 0.076, 0.069, 0.056, 0.112, 0.102, 0.092, 0.100, 0.072, 0.062, 0.067, 0.106, 0.108, 0.075, 0.069, 0.050, -0.107, -0.252, -0.150, -0.299, -0.097, -0.249, -0.092, 0.074, 0.080, 0.062, 0.111, 0.095, 0.099, 0.115, 0.063, 0.081, 0.072, 0.108, 0.098, 0.071, 0.051, 0.064, -0.095, -0.251, -0.172, -0.222, -0.076, -0.289, -0.098, 0.075, 0.061, 0.065, 0.096, 0.105, 0.090, 0.098, 0.054, 0.069, 0.055, 0.106, 0.109, 0.083, 0.074, 0.063, -0.104, -0.248, -0.187, -0.229, -0.085, -0.280, -0.080, 0.073, 0.065, 0.063, 0.101, 0.102, 0.107, 0.105, 0.054, 0.074, 0.062, 0.107, 0.092, 0.068, 0.080, 0.060, -0.098, -0.250, -0.191, -0.278, -0.101, -0.266, -0.070, 0.073, 0.083, 0.058, 0.112, 0.106, 0.113, 0.099, 0.066, 0.070, 0.068, 0.096, 0.111, 0.069, 0.056, 0.074, -0.052, 0.001, -0.548, -0.005, -0.015, 0.085, 0.085, 0.083, 0.136, 0.064, 0.083, 0.081]
}